Record 1
{"formula": "C7H8N4O", "method": "ωB97M-V/def2-TZVPD", "molar_mass_g_mol": 164.17, "de_lowest_kcal_mol": 22.3, "homo_ev": -9.1, "total_energy_ev": -15395.9089, "spin_multiplicity": 1, "smiles": "Cc1ncc2c(n1)NC(=O)NC2", "lumo_ev": 0.51, "elements": ["O", "N", "N", "N", "N", "C", "C", "C", "C", "C", "C", "C", "H", "H", "H", "H", "H", "H", "H", "H"], "xyz": [[-0.2210, 3.6431, -1.4456], [0.3360, -2.1608, 0.4472], [1.3788, 2.3399, -0.5074], [-0.7747, 1.4956, -0.6009], [-1.2438, -0.6560, -0.1984], [-2.0851, -2.8072, 0.2476], [-0.9260, -1.8864, 0.1014], [-0.3592, 0.2970, -0.1553], [1.2715, -1.1534, 0.5713], [1.8171, 1.3276, 0.2394], [0.0453, 2.5350, -0.9107], [0.9320, 0.1319, 0.3589], [1.9716, 3.2633, -0.3964], [2.1573, -1.3012, 1.1907], [2.7672, 0.8629, -0.0315], [2.1464, 1.7000, 1.3138], [-2.9647, -2.7394, -0.5597], [-2.7097, -2.5167, 1.0657], [-1.6962, 1.4207, -1.2243], [-1.8428, -3.7959, 0.4943]]}

Record 2
{"formula": "C7H8N4OS", "method": "ωB97M-V/def2-TZVPD", "molar_mass_g_mol": 196.24, "de_lowest_kcal_mol": 5.4, "homo_ev": -8.4, "total_energy_ev": -26231.4064, "spin_multiplicity": 1, "smiles": "COc1nnc(C)c2[nH]c(=S)[nH]c12", "lumo_ev": 0.50, "elements": ["S", "O", "N", "N", "N", "N", "C", "C", "C", "C", "C", "C", "C", "H", "H", "H", "H", "H", "H", "H", "H"], "xyz": [[-0.8538, 1.8395, 3.8852], [0.4329, -2.5639, 0.4393], [-0.6847, 1.8482, 1.2070], [-0.4064, -0.1729, 2.0603], [0.1174, 0.1406, -1.9717], [0.3093, -1.0817, -1.4486], [-0.1771, 1.1970, -1.1831], [-0.6595, 1.1265, 2.3898], [0.1865, -1.3208, -0.1319], [-0.3063, 2.5820, -1.7722], [-0.3250, 0.9836, 0.1715], [0.9272, -3.5500, -0.4686], [-0.1564, -0.2940, 0.7099], [1.3708, -4.3694, 0.1072], [-1.1834, 3.1063, -1.4186], [0.1646, -3.9963, -1.1063], [-0.5483, 2.8632, 1.2013], [-0.3757, 2.5209, -2.8593], [1.7492, -3.2061, -1.1154], [0.5574, 3.1907, -1.4960], [-0.1385, -0.8436, 2.8000]]}

Record 3
{"formula": "C7H8N6", "method": "ωB97M-V/def2-TZVPD", "molar_mass_g_mol": 176.18, "charge": 2, "de_lowest_kcal_mol": 49.4, "homo_ev": [-17.1, -17.1], "total_energy_ev": -16305.9444, "spin_multiplicity": 1, "smiles": "[NH3+]n1cc[n+]#cncc2nc[nH]c21", "lumo_ev": [-9.58, -9.58], "elements": ["N", "N", "N", "N", "N", "N", "C", "C", "C", "C", "C", "C", "C", "H", "H", "H", "H", "H", "H", "H", "H"], "xyz": [[-2.1434, -0.4133, -0.6738], [0.1359, -1.7907, 1.0325], [1.2541, 2.3615, 0.6743], [-0.7338, -0.0296, -0.8626], [0.9774, -0.5479, 2.6679], [1.3752, 1.6983, -1.6375], [0.7001, 0.9925, -2.5545], [1.0773, 1.6618, 1.7449], [-0.2579, 0.1281, -2.1424], [0.1479, -0.4848, 0.6424], [0.6433, 0.2774, 1.6734], [1.1771, 2.0678, -0.5022], [0.7206, -1.7811, 2.2731], [0.9445, -2.7221, 2.9650], [-2.5833, -1.0742, -1.4704], [-2.2231, -0.6777, 0.3982], [-2.7014, 0.4310, -0.8556], [-0.0973, -2.5816, 0.4552], [1.2184, 2.0789, 2.7178], [-0.7123, -0.4239, -2.9208], [1.0805, 0.8297, -3.6248]]}

Record 4
{"formula": "C7H8O", "method": "ωB97M-V/def2-TZVPD", "molar_mass_g_mol": 108.14, "de_lowest_kcal_mol": 102.1, "homo_ev": -8.1, "total_energy_ev": -9431.8137, "spin_multiplicity": 1, "smiles": "C=Cc1ccoc1C", "lumo_ev": 0.96, "elements": ["O", "C", "C", "C", "C", "C", "C", "C", "H", "H", "H", "H", "H", "H", "H", "H"], "xyz": [[-1.5537, -1.2246, -0.4617], [-1.9712, -0.2837, -1.4617], [-0.9201, 0.5821, -1.4990], [0.0568, 0.2635, -0.6325], [0.0970, -1.5413, 1.2034], [1.5683, 1.4479, 0.7947], [-0.3623, -0.8812, 0.0289], [1.1565, 1.2392, -0.4596], [2.2111, 2.2300, 1.4233], [-2.8547, -1.0803, -1.8479], [1.5705, 1.9154, -1.3060], [-0.1800, -2.5877, 1.0826], [1.1912, -1.6684, 1.4353], [1.0169, 0.8700, 1.6420], [-0.7316, 1.5044, -2.0947], [-0.2947, -0.7854, 2.1532]]}

Record 5
{"formula": "C7H8O", "method": "ωB97M-V/def2-TZVPD", "molar_mass_g_mol": 108.14, "de_lowest_kcal_mol": 138.3, "homo_ev": -8.7, "total_energy_ev": -9430.2433, "spin_multiplicity": 1, "smiles": "C=C1CC(=C)[C@@H]2O[C@@H]12", "lumo_ev": 0.97, "elements": ["O", "C", "C", "C", "C", "C", "C", "C", "H", "H", "H", "H", "H", "H", "H", "H"], "xyz": [[-0.0268, 2.0021, -0.0187], [0.0814, -1.4256, 0.0534], [0.4285, 0.8349, -0.5819], [-1.1908, -0.4483, 0.1972], [2.4679, -0.5353, 0.0419], [-0.4747, 0.8036, 0.6350], [-2.4802, -0.5940, -0.1488], [1.1931, -0.3784, -0.1981], [2.8164, -1.5472, 0.2706], [0.3102, -1.9463, 0.9639], [-0.1960, 0.5970, -1.4926], [0.0675, 0.6366, 1.5714], [3.1632, 0.2652, 0.0917], [-2.7700, -1.5396, -0.5742], [-0.1155, -2.1651, -0.7222], [-3.2123, 0.1421, 0.0486]]}

Record 6
{"formula": "C7H8O", "method": "ωB97M-V/def2-TZVPD", "molar_mass_g_mol": 108.14, "de_lowest_kcal_mol": 94.2, "homo_ev": -8.7, "total_energy_ev": -9432.1555, "spin_multiplicity": 1, "smiles": "CC1=C(C)C(=O)C=C1", "lumo_ev": -1.02, "elements": ["O", "C", "C", "C", "C", "C", "C", "C", "H", "H", "H", "H", "H", "H", "H", "H"], "xyz": [[1.6584, -1.7581, -1.7532], [0.0157, 0.4331, 0.2340], [0.8245, 1.3540, -0.4771], [1.1030, -0.6766, -1.3027], [0.0170, -0.7018, -0.4787], [-0.8525, 1.0728, 1.3474], [-0.7861, -1.7340, 0.1967], [1.3809, 0.7891, -1.5505], [2.0530, 1.0190, -2.2478], [-1.5567, -1.3476, 0.7974], [-0.4663, 1.5561, 2.3466], [0.8918, 2.4404, -0.2605], [-1.2269, -2.5230, -0.5349], [-1.1905, 1.9687, 0.9080], [-0.2433, -2.3319, 1.1796], [-1.6221, 0.4397, 1.5957]]}